C8H10N2O3S2 in the gas phase. Source: OMol25; level of theory: wB97M-V/def2-TZVPD.

```
25
Properties=species:S:1:pos:R:3:forces:R:3
C 3.708 0.103 0.641 0.9 2.0 3.7
C 2.260 0.362 0.496 1.8 -0.4 -4.2
C 1.879 0.272 -0.876 -0.6 -0.6 0.7
C 0.566 0.516 -1.222 2.0 -0.8 -3.2
C -0.276 0.853 -0.269 -2.6 2.6 4.6
S -1.921 1.351 -0.606 -2.4 2.5 1.7
O -2.112 1.560 -2.021 0.2 -0.9 1.0
O -2.439 2.396 0.329 1.6 -3.2 -2.2
N -2.736 -0.193 -0.146 0.6 0.7 -2.4
C -2.448 -1.343 -0.994 1.0 -0.3 -1.5
S -0.811 -2.050 -0.633 -0.7 -1.8 1.3
N -3.058 -0.378 1.086 -1.0 -2.6 2.2
O -3.296 -1.591 1.393 0.6 3.0 -0.9
C 0.082 0.996 1.113 -1.6 0.3 1.1
C 1.390 0.729 1.462 -1.7 0.2 0.5
H 4.067 -0.689 0.057 0.4 -1.2 -0.7
H 4.341 1.017 0.429 -0.8 -0.9 0.0
H 3.867 -0.067 1.754 0.4 -0.2 -1.3
H 2.513 -0.166 -1.667 0.0 0.6 0.8
H 0.244 0.348 -2.268 0.1 0.4 0.8
H -3.241 -2.085 -0.903 0.2 0.2 0.0
H -2.247 -1.131 -2.080 -1.1 0.7 1.1
H -1.291 -2.851 0.374 0.5 0.3 -0.5
H -0.641 1.276 2.045 1.4 -0.6 -3.0
H 1.599 0.765 2.507 0.7 0.0 0.5
```
Positions in Å, forces in eV/Å.

Computed properties:
HOMO-LUMO gap in eV: 9.1
Molar mass in g mol⁻¹: 246.313
SMILES: Cc1ccc(S(=O)(=O)N(CS)N=O)cc1
Maximum force in eV/A: 5.922


A gas-phase ion, C8H10N2PS (charge +1). Source: OMol25; level of theory: wB97M-V/def2-TZVPD.

```
22
Properties=species:S:1:pos:R:3:forces:R:3
C -0.401 -0.115 3.303 1.1 1.4 -0.2
C -0.547 -0.132 1.780 3.1 0.3 3.4
N -1.661 -0.294 1.244 -2.4 0.2 -1.6
P -2.529 0.001 -0.107 1.2 -1.2 0.3
N 0.653 -0.039 1.178 -0.6 -0.6 -2.0
C 0.792 -0.040 -0.207 -0.7 -1.2 -0.2
C 0.180 -0.999 -1.024 0.0 -0.3 0.6
C 0.195 -0.857 -2.355 2.2 2.5 -2.2
C 0.925 0.186 -3.038 -1.5 -1.5 4.2
C 1.582 1.016 -2.224 0.1 -0.1 1.5
C 1.610 0.905 -0.784 0.3 0.8 -1.7
S 2.668 1.870 0.097 0.1 0.3 0.5
H 0.382 -0.815 3.566 -0.6 -1.1 0.2
H -1.349 -0.153 3.840 0.4 -0.2 0.0
H 0.237 0.768 3.628 -1.3 -0.2 -0.6
H -3.571 0.726 0.359 -1.0 0.9 0.4
H -3.135 -1.243 -0.354 0.0 0.0 -0.2
H 1.458 0.472 1.484 0.4 0.6 1.7
H -0.194 -1.955 -0.719 -0.5 -0.1 1.0
H -0.236 -1.518 -3.000 -1.4 -2.2 -1.2
H 0.885 0.381 -4.027 -0.2 0.1 -3.1
H 2.054 1.833 -2.642 1.3 1.6 -0.6
```
Positions in Å, forces in eV/Å.

Computed properties:
HOMO-LUMO gap (alpha / beta) in eV: 5.3 / 6.9
Molar mass in g mol⁻¹: 197.223
SMILES: CC(=N/P)/[NH+]=C1\C=CC=CC1=S
Charge: +1
Maximum force in eV/A: 4.710


C8H10N2S2 in the gas phase. Source: OMol25; level of theory: wB97M-V/def2-TZVPD.

```
22
Properties=species:S:1:pos:R:3:forces:R:3
C 3.124 1.951 -0.545 0.9 0.5 -0.3
S 1.696 1.228 0.261 0.2 -0.3 -0.1
C 2.057 -0.507 0.209 2.2 0.3 -1.8
S 3.411 -1.144 -0.612 -1.0 0.5 0.8
N 1.179 -1.304 0.765 -1.3 -1.1 0.9
C -0.043 -0.885 1.457 0.9 -0.1 -0.4
C -1.153 -0.486 0.515 -1.8 1.9 1.5
C -1.343 -0.955 -0.750 0.9 -1.3 0.3
C -2.438 -0.553 -1.502 -0.2 -0.2 -0.5
C -3.359 0.309 -0.934 0.4 -0.1 -0.6
N -3.180 0.817 0.287 -1.3 0.4 -0.1
C -2.155 0.453 0.992 2.1 -1.7 0.1
H 3.260 1.735 -1.612 -0.5 -0.2 0.3
H 3.048 3.036 -0.438 -0.5 -0.1 0.0
H 4.074 1.711 -0.066 -0.2 -0.4 0.2
H 1.404 -2.292 0.811 0.2 0.4 -0.3
H 0.287 -0.034 2.067 -0.7 -0.2 0.3
H -0.315 -1.745 2.083 -0.1 0.4 0.0
H -0.656 -1.769 -1.025 -0.3 0.6 -0.6
H -2.537 -0.942 -2.515 -0.3 0.1 0.3
H -4.268 0.589 -1.480 0.4 0.1 0.3
H -2.091 0.788 2.031 0.0 0.3 -0.3
```
Positions in Å, forces in eV/Å.

Computed properties:
HOMO-LUMO gap in eV: 8.9
Molar mass in g mol⁻¹: 198.316
SMILES: CSC(=S)NCc1cccnc1
Maximum force in eV/A: 3.024